Molecular formula: C42H109F3NO21
Method: DFT, ωB97M-V/def2-TZVPD

Bonds (Å) are listed after each position.
Cartesian coordinates (Å):
1 C 0.171 -1.142 3.164  C2 1.630, H38 1.192, H39 1.190, H40 1.166
2 C -0.275 -2.229 2.034  C1 1.630, C3 1.637, H41 1.195, H42 1.194
3 C -0.937 -1.641 0.656  C2 1.637, C4 1.631, C16 1.681, C33 1.677
4 C -1.271 -2.888 -0.341  C3 1.631, C5 1.624, H43 1.194, H44 1.195
5 C -0.232 -4.133 -0.429  C4 1.624, C6 1.675, H45 1.198, H46 1.168
6 C 0.953 -3.954 -1.600  C5 1.675, C7 1.638, H47 1.192, H48 1.169
7 C 2.418 -4.518 -1.130  C6 1.638, C8 1.644, H49 1.170, H50 1.194
8 C 3.598 -3.685 -1.916  C7 1.644, C9 1.640, H51 1.191, H52 1.188
9 C 4.903 -3.639 -0.924  C8 1.640, C10 1.662, H53 1.190, H54 1.177
10 C 5.569 -2.119 -0.831  C9 1.662, C11 1.654, H55 1.170, H56 1.189
11 C 5.424 -1.456 0.678  C10 1.654, C12 1.656, H57 1.174, H58 1.170
12 C 5.562 0.181 0.474  C11 1.656, C13 1.643, H59 1.175, H60 1.193
13 C 5.088 1.056 1.781  C12 1.643, O14 1.473, H61 1.181, H62 1.188
14 O 4.769 0.258 2.978  C13 1.473, C15 1.472
15 C 3.600 0.792 3.698  O14 1.472, H63 1.188, H64 1.193, H65 1.189
16 C -2.435 -0.885 0.752  C3 1.681, C17 1.624, C21 1.677, H66 1.196
17 C -2.903 -0.194 2.145  C16 1.624, C18 1.620, H67 1.194, H68 1.194
18 C -2.195 1.191 2.596  C17 1.620, C19 1.674, H69 1.169, H70 1.194
19 C -3.363 2.226 3.204  C18 1.674, O20 1.472, H71 1.169, H72 1.194
20 O -3.003 3.626 2.927  C19 1.472, H73 1.021
21 C -2.586 -0.039 -0.688  C16 1.677, C22 1.612, N28 1.536, H74 1.200
22 C -3.839 0.939 -0.956  C21 1.612, C23 1.601, H75 1.195, H76 1.195
23 C -3.926 2.388 -0.281  C22 1.601, C24 1.673, H77 1.195, H78 1.161
24 C -5.460 2.533 0.372  C23 1.673, C25 1.636, H79 1.181, H80 1.178
25 C -5.695 3.929 1.192  C24 1.636, O26 1.362, O27 1.471
26 O -6.680 3.919 2.133  C25 1.362
27 O -4.940 5.183 1.046  C25 1.471, H81 1.022
28 N -1.154 0.313 -1.118  C21 1.536, C29 1.492, C33 1.546, H82 1.067
29 C -0.831 1.639 -1.721  N28 1.492, C30 1.623, H83 1.194, H84 1.194
30 C -0.611 2.904 -0.730  C29 1.623, O31 1.333, O32 1.502
31 O 0.182 3.001 0.337  C30 1.333
32 O -1.356 4.159 -1.084  C30 1.502, H85 1.002
33 C -0.195 -0.337 -0.094  C3 1.677, N28 1.546, C34 1.631, H86 1.170
34 C 1.398 -0.409 -0.434  C33 1.631, F35 1.512, F36 1.513, F37 1.480
35 F 1.698 -0.389 -1.915  C34 1.512
36 F 2.154 0.787 0.100  C34 1.513
37 F 2.127 -1.580 0.104  C34 1.480
38 H -0.620 -1.109 4.055  C1 1.192
39 H 1.190 -1.481 3.677  C1 1.190
40 H 0.328 -0.046 2.796  C1 1.166
41 H 0.725 -2.850 1.827  C2 1.195
42 H -1.086 -2.956 2.523  C2 1.194
43 H -2.347 -3.381 -0.182  C4 1.194
44 H -1.315 -2.444 -1.450  C4 1.195
45 H -0.872 -5.050 -0.858  C5 1.198
46 H 0.202 -4.537 0.577  C5 1.168
47 H 0.640 -4.556 -2.580  C6 1.192
48 H 0.921 -2.823 -1.895  C6 1.169
49 H 2.477 -4.475 0.038  C7 1.170
50 H 2.489 -5.639 -1.534  C7 1.194
51 H 3.877 -4.289 -2.904  C8 1.191
52 H 3.249 -2.617 -2.302  C8 1.188
53 H 5.716 -4.382 -1.375  C9 1.190
54 H 4.621 -4.059 0.139  C9 1.177
55 H 4.991 -1.445 -1.594  C10 1.170
56 H 6.713 -2.168 -1.150  C10 1.189
57 H 6.326 -1.854 1.315  C11 1.174
58 H 4.443 -1.787 1.223  C11 1.170
59 H 6.691 0.438 0.276  C12 1.175
60 H 4.874 0.503 -0.445  C12 1.193
61 H 4.170 1.725 1.455  C13 1.181
62 H 5.948 1.813 2.095  C13 1.188
63 H 2.722 1.142 2.979  C15 1.188
64 H 3.140 -0.068 4.384  C15 1.193
65 H 3.883 1.728 4.374  C15 1.189
66 H -3.351 -1.638 0.588  C16 1.196
67 H -4.090 -0.072 2.088  C17 1.194
68 H -2.736 -0.994 3.016  C17 1.194
69 H -1.630 1.790 1.767  C18 1.169
70 H -1.421 1.097 3.501  C18 1.194
71 H -4.449 1.920 2.894  C19 1.169
72 H -3.324 2.109 4.391  C19 1.194
73 H -2.027 3.761 3.198  O20 1.021
74 H -2.840 -0.912 -1.472  C21 1.200
75 H -3.929 1.081 -2.139  C22 1.195
76 H -4.828 0.334 -0.667  C22 1.195
77 H -3.913 3.203 -1.155  C23 1.195
78 H -3.106 2.716 0.472  C23 1.161
79 H -5.618 1.554 1.013  C24 1.181
80 H -6.187 2.482 -0.552  C24 1.178
81 H -5.059 5.650 1.947  O27 1.022
82 H -0.992 -0.348 -1.939  N28 1.067
83 H 0.135 1.571 -2.419  C29 1.194
84 H -1.716 1.907 -2.478  C29 1.194
85 H -1.833 4.515 -0.278  O32 1.002
86 H -0.232 0.463 0.759  C33 1.170
87 C 4.565 3.201 6.980  O88 1.416, H89 1.092, H90 1.093, H91 1.093
88 O 3.237 2.953 6.558  C87 1.416, H92 0.972
89 H 5.170 3.471 6.111  C87 1.092
90 H 4.572 4.026 7.697  C87 1.093
91 H 4.976 2.300 7.442  C87 1.093
92 H 2.725 2.716 7.349  O88 0.972
93 C -4.805 -4.770 -2.040  O94 1.416, H95 1.092, H96 1.093, H97 1.093
94 O -4.110 -3.586 -2.388  C93 1.416, H98 0.972
95 H -4.442 -5.123 -1.072  C93 1.092
96 H -5.875 -4.559 -1.972  C93 1.093
97 H -4.621 -5.537 -2.797  C93 1.093
98 H -4.453 -3.297 -3.251  O94 0.972
99 C -7.511 -1.803 -1.194  O100 1.416, H101 1.092, H102 1.093, H103 1.093
100 O -6.303 -1.613 -1.909  C99 1.416, H104 0.972
101 H -8.199 -0.990 -1.438  C99 1.092
102 H -7.960 -2.757 -1.483  C99 1.093
103 H -7.305 -1.794 -0.121  C99 1.093
104 H -5.713 -2.349 -1.673  O100 0.972
105 C 5.116 -0.803 -4.220  O106 1.416, H107 1.092, H108 1.093, H109 1.093
106 O 4.518 -2.070 -4.423  C105 1.416, H110 0.972
107 H 5.882 -0.892 -3.446  C105 1.092
108 H 5.579 -0.464 -5.150  C105 1.093
109 H 4.356 -0.088 -3.898  C105 1.093
110 H 3.844 -1.960 -5.115  O106 0.972
111 C -1.109 4.605 6.592  O112 1.416, H113 1.092, H114 1.093, H115 1.093
112 O -0.932 3.526 5.692  C111 1.416, H116 0.972
113 H -1.967 4.395 7.234  C111 1.092
114 H -0.213 4.716 7.208  C111 1.093
115 H -1.293 5.523 6.029  C111 1.093
116 H -0.164 3.740 5.136  O112 0.972
117 C -7.543 1.387 4.874  O118 1.416, H119 1.092, H120 1.093, H121 1.093
118 O -7.015 1.263 3.566  C117 1.416, H122 0.972
119 H -7.267 0.502 5.453  C117 1.092
120 H -7.128 2.277 5.353  C117 1.093
121 H -8.632 1.461 4.822  C117 1.093
122 H -7.275 2.062 3.076  O118 0.972
123 C 3.034 3.510 -2.404  O124 1.416, H125 1.092, H126 1.093, H127 1.093
124 O 3.398 2.317 -3.075  C123 1.416, H128 0.972
125 H 3.734 4.301 -2.683  C123 1.092
126 H 2.023 3.800 -2.698  C123 1.093
127 H 3.080 3.350 -1.324  C123 1.093
128 H 2.760 1.633 -2.808  O124 0.972
129 C 8.745 -1.948 -4.385  O130 1.416, H131 1.092, H132 1.093, H133 1.093
130 O 8.147 -3.215 -4.588  C129 1.416, H134 0.972
131 H 9.511 -2.036 -3.611  C129 1.092
132 H 9.208 -1.609 -5.315  C129 1.093
133 H 7.985 -1.233 -4.062  C129 1.093
134 H 7.473 -3.105 -5.280  O130 0.972
135 C 1.432 6.387 0.967  O136 1.416, H137 1.092, H138 1.093, H139 1.093
136 O 1.796 5.195 0.296  C135 1.416, H140 0.972
137 H 2.132 7.179 0.688  C135 1.092
138 H 0.421 6.678 0.673  C135 1.093
139 H 1.478 6.227 2.047  C135 1.093
140 H 1.158 4.511 0.563  O136 0.972
141 C -2.906 -6.977 0.540  O142 1.416, H143 1.092, H144 1.093, H145 1.093
142 O -4.234 -7.225 0.117  C141 1.416, H146 0.972
143 H -2.302 -6.707 -0.329  C141 1.092
144 H -2.899 -6.152 1.257  C141 1.093
145 H -2.495 -7.878 1.002  C141 1.093
146 H -4.747 -7.462 0.909  O142 0.972
147 C -1.597 -7.069 -3.340  O148 1.416, H149 1.092, H150 1.093, H151 1.093
148 O -0.903 -5.886 -3.688  C147 1.416, H152 0.972
149 H -1.235 -7.422 -2.371  C147 1.092
150 H -2.667 -6.859 -3.271  C147 1.093
151 H -1.414 -7.836 -4.096  C147 1.093
152 H -1.245 -5.597 -4.550  O148 0.972
153 C 7.323 5.156 1.864  O154 1.416, H155 1.092, H156 1.093, H157 1.093
154 O 6.725 3.889 1.661  C153 1.416, H158 0.972
155 H 8.088 5.067 2.638  C153 1.092
156 H 7.786 5.494 0.934  C153 1.093
157 H 6.562 5.871 2.187  C153 1.093
158 H 6.051 3.998 0.969  O154 0.972
159 C 0.449 -3.234 -5.098  O160 1.416, H161 1.092, H162 1.093, H163 1.093
160 O 0.626 -4.313 -5.998  C159 1.416, H164 0.972
161 H -0.409 -3.444 -4.456  C159 1.092
162 H 1.344 -3.123 -4.481  C159 1.093
163 H 0.265 -2.316 -5.661  C159 1.093
164 H 1.394 -4.098 -6.554  O160 0.972
165 C -8.120 -2.846 -4.399  O166 1.416, H167 1.092, H168 1.093, H169 1.093
166 O -8.717 -4.113 -4.602  C165 1.416, H170 0.972
167 H -7.354 -2.934 -3.625  C165 1.092
168 H -7.657 -2.507 -5.329  C165 1.093
169 H -8.880 -2.131 -4.076  C165 1.093
170 H -9.392 -4.003 -5.294  O166 0.972
171 C 2.398 10.183 0.265  O172 1.416, H173 1.092, H174 1.093, H175 1.093
172 O 3.613 9.587 -0.152  C171 1.416, H176 0.972
173 H 2.610 10.903 1.058  C171 1.092
174 H 1.935 10.699 -0.580  C171 1.093
175 H 1.725 9.411 0.647  C171 1.093
176 H 3.393 8.953 -0.856  O172 0.972

Results
net charge = +1
orbital gap = 7.00 eV
LUMO energy = -3.8 eV
energy = -3598.9864 a.u.
HOMO level = -10.7 eV